No. 1
A structure of composition C23H18F7O6PSSn, computed with wB97M-V/def2-TZVPD.

Results
Multiplicity ... 1
HOMO level ... -14.33 eV
ΔE to the lowest compared entry with this formula, charge and spin ... 0.0 kJ/mol
Net charge ... +2

```
57
Properties=species:S:1:pos:R:3:forces:R:3
C 4.676 -1.513 0.797 0.6 0.2 -0.3
C 4.669 -0.287 -0.140 -0.4 -0.2 0.2
P 2.999 0.201 -0.751 0.0 -0.2 -1.4
C 2.843 2.046 -0.748 0.0 -0.4 0.4
C 1.706 -0.424 0.516 1.1 0.9 0.3
C 1.696 -0.132 1.922 -0.8 0.4 -0.5
S 2.960 0.862 2.795 2.4 -0.5 0.6
O 3.824 1.622 1.958 -1.0 0.4 -0.6
O 3.579 -0.125 3.616 -0.8 -0.3 0.3
C 2.276 2.131 4.022 -0.2 0.3 -0.1
F 1.203 1.653 4.672 -0.2 -0.1 -0.3
F 3.277 2.236 4.872 0.2 -0.1 -0.1
C 1.989 3.594 3.521 -0.2 0.2 0.7
F 3.086 4.172 3.061 0.0 -0.3 -0.4
F 1.619 4.249 4.630 -0.1 -0.2 0.0
C 0.819 3.800 2.489 0.3 1.6 0.4
F -0.039 4.687 2.916 -0.1 -0.3 0.1
F 0.085 2.604 2.344 0.4 0.2 0.1
F 1.260 4.182 1.316 0.0 -0.7 -0.2
C 0.703 -0.692 2.731 0.2 0.0 0.8
C -0.276 -1.509 2.183 -0.8 -0.8 0.2
C -0.310 -1.808 0.826 0.8 0.1 -0.3
C 0.696 -1.271 -0.013 -0.1 -0.2 0.3
C 0.560 -1.671 -1.495 -0.6 0.0 -0.1
O 1.483 -1.966 -2.178 0.8 -0.2 -0.2
C -0.841 -1.716 -1.960 -0.7 0.4 0.1
C -1.207 -1.281 -3.230 -0.2 -0.1 0.1
C -2.547 -1.333 -3.611 0.2 -0.2 0.4
C -3.547 -1.825 -2.760 0.5 -0.1 -0.1
C -4.978 -1.835 -3.212 -0.1 0.6 -0.2
C -5.855 -0.831 -2.439 0.4 -0.3 -0.2
C -5.839 0.572 -2.996 0.5 -0.1 0.0
O -6.724 1.332 -2.841 -0.9 0.6 0.2
O -4.683 0.964 -3.664 0.1 -0.7 -0.1
C -3.168 -2.286 -1.496 0.2 0.0 -0.3
C -1.832 -2.221 -1.104 -0.3 0.3 -0.1
C -1.398 -2.674 0.223 0.0 0.3 -0.6
O -1.804 -3.617 0.819 -0.4 -0.6 0.9
H 5.448 -2.193 0.451 0.0 -0.2 0.0
H 4.977 -1.221 1.795 -0.3 -0.1 0.3
H 3.752 -2.088 0.794 -0.1 0.0 0.1
H 5.177 -0.568 -1.058 0.0 0.1 -0.2
H 5.194 0.567 0.273 0.0 0.0 0.2
H 3.660 2.533 -0.228 -0.1 0.1 0.2
H 1.882 2.298 -0.291 0.0 0.3 0.1
H 2.815 2.396 -1.774 0.0 -0.1 -0.2
H 0.642 -0.557 3.803 0.3 0.3 0.1
H -1.027 -1.935 2.839 -0.1 -0.1 0.0
H -0.447 -0.901 -3.896 0.0 0.0 -0.1
H -2.831 -1.000 -4.595 0.0 0.1 -0.1
H -5.415 -2.830 -3.196 0.1 -0.2 0.3
H -4.986 -1.534 -4.256 0.0 -0.1 -0.2
H -5.516 -0.755 -1.405 -0.1 -0.1 0.2
H -6.893 -1.141 -2.438 -0.1 0.0 0.1
H -4.876 0.919 -4.610 0.1 0.4 0.0
H -3.915 -2.694 -0.828 0.0 -0.1 0.1
Sn -0.603 0.813 1.032 -0.3 -0.4 -0.7
```
Positions in Å, forces in eV/Å.

These are the Löwdin partial charges, in e, on atoms 1 to 8: -0.1132 -0.3755 1.0541 -0.2513 -0.3277 -0.3075 0.7671 -0.2426

---

No. 2
A structure of composition C23H18IrN3O5S, computed with wB97M-V/def2-TZVPD.

Results
Multiplicity ... 6
HOMO level (spin up / spin down) ... -10.83 / -11.36 eV
Net charge ... +1

```
51
Properties=species:S:1:pos:R:3:forces:R:3
Ir -0.526 -0.964 1.250 0.9 0.0 0.0
O -1.779 -2.163 -0.065 -0.2 -0.1 -0.5
C -2.646 -1.618 -0.795 0.0 -0.1 0.3
C -2.795 -2.055 -2.158 -0.1 -0.1 -0.3
C -3.673 -1.435 -2.991 0.0 -0.1 0.0
C -4.470 -0.370 -2.519 0.0 -0.1 -0.2
C -4.386 0.050 -1.196 0.2 0.0 0.5
C -3.505 -0.543 -0.308 0.0 0.1 -0.5
C -3.471 -0.105 1.067 -0.1 0.0 0.5
N -2.629 -0.527 1.937 0.1 0.2 -0.4
C -2.749 -0.076 3.319 0.0 0.1 0.2
C -1.487 -0.480 4.085 -0.2 0.0 0.1
N -0.369 -0.114 3.246 0.2 -0.2 -0.2
C 0.661 0.518 3.654 -0.2 0.0 0.3
C 1.667 1.067 2.767 0.4 0.0 -0.1
C 2.906 1.417 3.274 -0.4 -0.3 0.1
C 3.889 1.972 2.461 0.1 0.1 -0.2
C 3.627 2.241 1.106 0.1 0.0 -0.1
C 2.397 1.975 0.579 0.1 0.1 -0.1
C 1.370 1.359 1.371 -0.1 0.1 -0.1
O 0.257 1.104 0.831 0.2 0.1 -0.1
H -2.163 -2.869 -2.487 0.0 0.0 0.0
H -3.766 -1.758 -4.019 0.0 0.0 0.0
H -5.164 0.113 -3.193 0.0 0.0 0.0
H -5.018 0.856 -0.842 0.0 0.0 -0.1
H -4.235 0.620 1.359 0.0 0.0 0.0
H -3.617 -0.549 3.781 0.0 0.0 0.0
H -2.884 1.009 3.358 0.0 0.0 0.0
H -1.485 -1.562 4.234 0.1 0.0 0.0
H -1.449 0.012 5.060 0.0 0.0 0.0
H 0.803 0.690 4.724 -0.1 0.1 0.0
H 3.113 1.222 4.319 0.0 0.1 0.0
H 4.864 2.198 2.871 0.0 0.0 0.0
H 4.404 2.651 0.476 0.0 0.0 0.0
H 2.166 2.166 -0.461 0.0 0.0 0.0
O 4.940 0.125 -1.575 0.1 0.2 0.1
S 4.150 -1.026 -1.898 -0.6 0.1 0.0
O 4.746 -2.115 -2.597 0.0 -0.1 -0.1
N 3.383 -1.543 -0.537 0.1 -0.1 0.3
C 2.116 -1.281 -0.539 0.4 0.5 -0.8
O 1.364 -1.528 0.467 -1.0 -0.2 0.6
C 1.622 -0.627 -1.817 -0.3 -0.1 0.2
C 0.351 -0.193 -2.152 0.1 0.0 0.0
C 0.145 0.383 -3.402 -0.1 0.0 0.1
C 1.190 0.516 -4.305 0.1 0.0 0.0
C 2.471 0.088 -3.967 0.1 0.0 -0.1
C 2.655 -0.467 -2.721 0.2 -0.2 0.3
H -0.463 -0.275 -1.448 -0.1 0.0 0.0
H -0.843 0.738 -3.670 0.0 0.0 0.0
H 1.013 0.965 -5.274 0.0 0.0 0.0
H 3.297 0.185 -4.659 0.0 0.0 0.0
```
Positions in Å, forces in eV/Å.

These are the Löwdin partial charges, in e, on atoms 1 to 8: 1.4300 -0.0810 -0.3347 0.0461 -0.0275 0.0054 0.0030 -0.1009

---

No. 3
A structure of composition C23H18N7PdSbSe4, computed with wB97M-V/def2-TZVPD.

Results
Multiplicity ... 1
HOMO level ... -1.09 eV
ΔE to the lowest compared entry with this formula, charge and spin ... 0.0 kJ/mol
Net charge ... -2

```
54
Properties=species:S:1:pos:R:3:forces:R:3
Pd -0.831 0.632 -0.803 -0.3 -0.1 -0.4
C -4.185 0.013 -3.288 0.0 -0.1 0.0
C -5.220 -0.234 -2.401 0.0 0.0 0.0
C -4.926 -0.472 -1.072 0.0 0.0 0.0
C -3.601 -0.410 -0.628 0.0 0.0 0.0
N -2.619 -0.097 -1.487 0.0 0.1 0.2
C -2.899 0.063 -2.787 0.0 0.1 -0.2
N -3.393 -0.695 0.714 0.0 0.0 0.0
C -2.234 -0.969 1.214 0.0 0.1 -0.1
N -0.983 -0.944 0.651 0.3 -0.1 0.4
C -0.079 -1.426 1.582 -0.1 0.1 -0.2
N 1.186 -1.667 1.558 0.0 0.0 0.0
C 1.999 -1.590 0.427 -0.1 0.1 0.1
C 3.379 -1.717 0.650 0.0 0.0 0.0
C 4.237 -1.665 -0.430 0.0 0.0 0.0
C 3.703 -1.500 -1.702 0.0 0.0 0.0
C 2.326 -1.392 -1.828 0.0 0.0 0.0
N 1.490 -1.431 -0.790 0.1 -0.2 -0.2
C -0.809 -1.699 2.854 0.0 0.0 0.1
C -0.366 -2.162 4.079 0.0 0.0 0.0
C -1.313 -2.324 5.085 0.0 0.0 0.0
C -2.661 -2.043 4.854 0.0 0.0 0.0
C -3.094 -1.592 3.611 0.0 0.0 0.0
C -2.140 -1.424 2.627 0.0 0.0 0.0
H -4.335 0.213 -4.338 0.0 0.0 0.0
H -6.252 -0.246 -2.737 0.0 0.0 0.0
H -5.689 -0.697 -0.341 0.0 0.0 0.0
H -2.055 0.227 -3.445 0.0 0.0 0.0
H 3.731 -1.848 1.664 0.0 0.0 0.0
H 5.308 -1.751 -0.283 0.0 0.0 0.0
H 4.328 -1.434 -2.583 0.0 0.0 0.0
H 1.868 -1.214 -2.797 0.0 0.0 0.0
H 0.682 -2.382 4.233 0.0 0.0 0.0
H -1.005 -2.674 6.063 0.0 0.0 0.0
H -3.376 -2.180 5.657 0.0 0.0 0.0
H -4.135 -1.375 3.407 0.0 0.0 0.0
N 4.546 3.253 0.842 0.0 0.0 0.0
C 3.359 2.623 0.488 0.0 0.0 -0.1
C 2.448 2.209 1.459 0.0 0.0 0.0
C 1.263 1.629 1.059 0.0 0.0 0.0
N 0.949 1.429 -0.220 0.0 0.1 0.1
C 1.822 1.826 -1.157 -0.1 0.0 -0.1
C 3.020 2.427 -0.847 0.0 0.0 0.1
H 4.919 2.994 1.740 0.0 0.0 0.0
H 5.244 3.269 0.116 0.0 0.0 0.0
H 2.653 2.341 2.515 0.0 0.0 0.0
H 0.536 1.301 1.790 0.0 0.0 0.0
H 1.551 1.638 -2.190 0.0 0.0 0.0
H 3.657 2.755 -1.659 0.0 0.0 0.0
Se -2.239 2.986 -5.811 0.0 0.1 0.0
Sb -0.333 2.505 -4.369 -0.1 0.1 0.0
Se 0.342 0.160 -4.571 0.1 -0.1 0.1
Se 1.555 4.055 -4.397 0.1 0.0 0.0
Se -1.330 2.707 -1.977 0.2 0.0 0.1
```
Positions in Å, forces in eV/Å.

These are the Löwdin partial charges, in e, on atoms 1 to 8: 0.6563 -0.0530 -0.0783 -0.0331 -0.3261 -0.0442 -0.2017 0.1473

---

Strongest force on any atom / eV/A: 2.49 1.18 0.49